Entry 1:
2 unconnected molecules or ions with the total composition C11H11N at a distorted geometry, computed with ωB97M-V/def2-TZVPD.

The geometry in XYZ format:
```
23
Properties=species:S:1:pos:R:3:lowdin_charge:R:1
C 3.83831 1.86883 -1.76983 -0.097
H -1.45535 -3.81844 -0.60761 0.097
H 4.25808 4.39183 0.25778 0.092
N 4.41155 2.99425 -1.11222 0.018
H -2.30097 -2.12866 3.02988 0.113
C 2.57624 1.29636 -1.32615 -0.094
C -2.83154 -2.28435 -0.73332 -0.111
H 0.84586 1.68473 -0.06519 0.080
H 4.41627 1.48295 -2.56568 0.070
C 2.39908 3.07873 0.32621 -0.029
H -4.04542 -0.22441 1.57460 0.141
C 3.79995 3.45774 -0.06012 -0.175
H -3.22140 -2.71288 -1.75586 0.138
C -3.31500 -1.11217 1.25498 -0.115
C -3.54702 -1.25871 -0.15399 -0.088
C -1.92843 -3.06464 -0.01928 -0.129
H -1.21443 -3.63901 1.79198 0.088
C -1.79605 -2.92944 1.29714 -0.105
H -4.35715 -0.75466 -0.56576 0.074
H 1.98376 3.49576 1.24319 0.086
C 1.78310 2.02530 -0.42616 -0.114
H 2.26673 0.10239 -1.59033 0.163
C -2.56617 -1.95150 1.97575 -0.102
```

Electronic energy ... -13072.3262 eV
Frontier orbital gap ... 9.88 eV
Energy above the lowest of the compared OMol25 structures with the same formula, charge and spin ... 3.553 eV
SMILES string ... c1ccccc1.c1ccncc1
HOMO energy ... -0.33587 hartree


Entry 2:
3 unconnected molecules or ions with the total composition C9H24N3O2P2S at a distorted geometry, computed with ωB97M-V/def2-TZVPD.

The geometry in XYZ format:
```
41
Properties=species:S:1:pos:R:3:lowdin_charge:R:1
P -4.37634 3.04311 1.96566 0.609
H 0.41537 -3.91608 -5.15476 0.082
H 1.66231 -3.19103 -1.75845 0.142
H 1.36290 -1.88552 -4.45814 0.072
N 2.78129 0.37001 0.82057 0.014
C 1.35358 -4.39305 -4.86275 -0.022
H -1.30787 1.38475 3.08860 -0.073
H 3.13995 1.50215 2.51211 0.086
C 4.90573 -0.47148 -0.07953 -0.017
C 1.50956 -4.35484 -3.36648 -0.561
H 4.27897 0.15076 2.29769 0.069
H 2.19825 -3.89249 -5.34129 0.081
O 1.59348 -5.37726 -2.69429 0.005
H 4.95607 -1.32113 0.60511 0.082
C 3.47477 -0.04625 -0.27228 -0.540
H -6.18457 1.44206 1.20450 0.020
O 2.93204 -0.06698 -1.37195 -0.002
H -3.31053 1.05643 3.25443 -0.082
C -0.80934 2.69366 0.79201 -0.803
H -6.43244 2.80790 3.53869 0.021
C 3.24218 0.46430 2.18779 -0.077
H -4.49936 0.95919 0.57219 0.015
P -2.47859 2.07155 2.59758 0.102
H 5.49645 0.36220 0.30678 0.082
C -5.21394 1.84979 0.74789 -0.407
N 1.55674 -3.13744 -2.76210 0.014
H -2.48214 1.29327 1.37353 -0.089
H 1.33234 -5.43138 -5.19701 0.079
H -2.53515 2.87040 3.80981 -0.070
H 0.61872 -1.30407 -2.94878 0.088
H -5.37806 2.41555 -0.23705 0.013
C 1.47528 -1.82893 -3.37652 -0.080
S -0.36281 1.75854 -0.54605 0.495
H -4.74061 2.77431 4.42835 0.003
H -5.46829 4.37248 3.78513 0.014
H 5.32439 -0.77608 -1.03988 0.081
N -1.48112 3.32482 1.70904 -0.220
H 2.38687 -1.28224 -3.13339 0.058
C -5.36633 3.23692 3.57980 -0.429
H 1.82677 0.64032 0.61526 0.061
H 2.60349 -0.16820 2.80818 0.085
```

Electronic energy ... -47698.4518 eV
Frontier orbital gap ... 5.88 eV
Net charge ... -1
HOMO energy ... -0.12102 hartree


Entry 3:
8 unconnected molecules or ions with the total composition C54H120Br2N6 at a distorted geometry, computed with ωB97M-V/def2-TZVPD.

The geometry in XYZ format:
```
182
Properties=species:S:1:pos:R:3:lowdin_charge:R:1
H 0.20149 2.63730 4.18584 0.098
H -3.03206 1.20162 5.88862 0.071
H 6.04235 1.02331 1.52588 0.082
H 0.44769 0.52650 -9.12895 0.144
H -1.41772 -2.02381 4.21228 0.106
H 0.76028 0.66152 -5.15326 0.125
H -0.97220 -1.11055 -3.13475 0.110
H -0.13592 5.62456 2.07967 0.136
H -9.04635 -3.22503 0.54715 0.126
C 0.00427 2.65511 1.33699 -0.117
C -2.96502 -2.80969 6.33751 -0.074
H 3.24729 -4.80920 6.06255 0.076
C 6.40909 2.51533 0.03361 -0.251
H 4.50410 -3.89696 3.05880 0.086
C 1.70453 -1.43479 -7.69140 0.057
C 0.52672 3.65318 0.32121 -0.163
C -8.38814 -2.79929 1.30411 -0.130
H 7.43626 6.48451 -1.03684 0.120
C -0.42104 -0.78186 -2.25213 -0.152
H 0.75594 -1.96245 -7.75749 0.110
C 5.10306 7.33103 0.34803 -0.048
C 4.43325 -2.83839 2.81377 -0.096
H 3.83990 -2.25540 3.51831 0.070
H 0.11186 -4.50835 4.15207 0.100
H 6.97206 8.67929 0.16296 0.135
H 4.25688 -0.09365 -8.09916 0.119
C 1.22273 -5.44888 5.78192 -0.223
H 3.71027 2.91392 -8.46586 0.110
C 5.73507 3.65362 -0.68240 -0.183
H -1.85182 5.30035 1.96457 0.142
H -1.35384 -1.26393 -6.01857 0.117
H -5.40472 -4.28771 1.15045 0.128
C 5.38824 6.51322 -1.87265 -0.076
C -1.21856 -0.78426 -0.97314 -0.179
C -7.48257 -3.90095 1.82855 -0.142
N 4.84782 6.02939 -0.49951 -0.247
C 0.58237 -0.17759 -5.82274 -0.090
H -5.14507 -0.73467 1.19653 0.059
C -2.04859 2.98853 2.70486 -0.145
C -3.87932 -2.79335 -2.77199 -0.248
H -5.14192 -4.87972 6.09262 0.129
H 2.33796 -0.31421 0.67945 0.085
H 4.15738 7.87027 0.34935 0.129
H -5.23237 -4.30549 4.53683 0.101
H 5.34062 7.10073 1.38477 0.132
C 6.23351 8.10008 -0.39295 -0.134
H 1.61341 -1.38779 -2.62338 0.122
H -1.81713 0.66252 -7.92140 0.133
H 4.73586 3.28665 -0.92465 0.101
C -0.07449 -4.99578 5.11409 -0.192
C -2.05160 -2.88201 3.99302 0.007
C -1.00242 -0.01680 -7.66991 -0.148
C -7.48634 -1.74973 0.63359 -0.043
H 5.47417 5.64810 -2.52932 0.128
H 0.98543 -5.98358 6.70040 0.117
H 3.10564 0.30511 -6.12114 0.130
H 7.23817 7.60905 -2.27763 0.143
C -5.05346 -1.79338 1.42963 0.038
H 1.42261 4.09613 0.75852 0.094
H -4.78491 1.27566 5.47070 0.083
C 2.39137 -3.06553 1.31886 -0.169
H 1.52071 0.48490 -0.72768 0.092
C -4.51897 -3.12284 -1.40330 -0.205
H 4.61714 7.15049 -2.30103 0.145
H 1.76970 -6.04656 5.05382 0.111
H -0.21526 -0.75850 0.89581 0.116
H -2.16260 -1.32366 -1.04471 0.095
C 5.68154 4.94155 0.15226 -0.108
C 5.52399 2.18801 -7.36372 -0.089
C 2.13314 -0.34470 -0.38764 0.055
C -4.58364 -4.23535 5.41420 -0.135
H 2.96291 -0.74167 -0.96423 0.109
H 6.11676 1.27644 -7.32240 0.078
C 0.31170 0.65517 -8.05703 -0.080
H 6.69544 5.28900 0.32232 0.136
H -1.38990 1.31722 3.98257 0.102
C 0.77645 -1.68678 -1.99157 -0.100
H 4.53964 1.55576 0.63251 0.053
H -5.52882 -1.99030 -4.03737 0.074
H 2.36707 1.82951 -6.81092 0.128
H 0.64934 3.24396 -0.68112 0.122
H -5.40255 -1.13649 -0.94769 0.097
H -6.72807 -4.36775 -0.08279 0.143
C -0.61485 4.65107 0.26129 -0.143
C -4.41033 -2.77370 5.80796 -0.132
Br -1.73802 -4.98194 0.81945 -0.430
C 0.12225 3.60449 3.70088 0.029
H 2.31387 -3.56584 5.35726 0.053
H -1.50998 0.21803 -0.64867 0.018
C -3.79026 1.65809 5.25315 -0.075
H 2.38804 -4.12838 1.57131 0.132
H 4.78365 1.97545 -9.39663 0.113
H -3.69210 2.74055 5.31990 0.076
C 2.61039 0.77985 -6.96629 -0.117
C -6.34563 -3.86163 0.80254 -0.126
H -9.02359 -2.36598 2.07421 0.126
H -3.73960 -3.15493 -0.63860 0.036
H -7.86973 -4.91219 1.71718 0.130
H -3.02269 -2.59729 3.60132 0.078
H 0.53664 -2.73989 -2.13047 0.144
C -4.81045 -2.81127 -4.00861 -0.085
H -4.55659 -2.16458 4.92167 0.087
H -2.43258 -1.86619 6.43773 0.131
H -4.84988 -4.15985 -1.50423 0.118
N -6.07442 -2.43058 0.46102 -0.249
H -0.75045 1.98251 0.91987 0.097
H 2.46819 -1.90083 -7.07869 0.118
H -2.88839 -5.60285 5.76490 0.140
C -0.89360 -4.05583 5.96229 -0.109
H 1.66258 -2.71146 2.05676 0.115
H 1.01818 -3.60136 -0.15845 0.091
C -0.86979 4.89788 1.72898 -0.069
H -1.23803 -4.53977 6.87495 0.140
H 0.70700 1.89627 1.68837 0.127
C 6.67868 7.13970 -1.46781 -0.161
H 2.84733 6.43446 -1.08825 0.113
H 3.25011 4.71771 -1.10399 0.091
C 5.49190 1.84783 1.07500 -0.093
H -5.05399 -2.52459 6.64911 0.131
H 4.42821 -3.12461 0.69600 0.120
C -3.18491 -4.79310 5.09887 -0.080
H 2.01910 -1.26017 -8.71715 0.105
C -3.55162 1.25350 3.79573 -0.250
H -0.27693 5.54256 -0.26662 0.127
H 5.45917 -2.46783 2.83714 0.079
H 5.79679 9.00379 -0.83456 0.126
H 0.95779 -1.09303 -5.36931 0.119
H -3.51710 -1.76726 -2.63940 0.082
H -4.20892 -2.72609 -4.91114 0.064
H 6.63017 1.71911 -0.68695 0.115
H 5.32449 2.55791 1.88917 0.069
C 4.36844 2.04657 -8.39012 -0.237
N -0.63254 3.52067 2.41529 -0.220
C 3.39054 5.64971 -0.56626 0.013
H -3.78977 0.19300 3.68766 0.082
H -1.59882 -3.57612 3.29134 -0.003
C -2.14651 1.56463 3.23265 -0.188
C -0.29719 -1.40761 0.01779 -0.093
C 3.83912 -2.57996 1.43945 -0.273
N 1.18396 -1.56652 -0.50055 -0.213
H 5.17633 4.82215 1.11091 0.131
H 5.09765 2.49084 -6.40759 0.061
H -1.90543 0.93571 2.37014 0.087
H -0.08232 0.21587 -2.54691 0.106
C -0.91067 -0.27740 -6.17083 -0.147
H -0.45622 4.31918 4.28458 0.120
H -7.83672 -1.51704 -0.36546 0.124
H 6.17645 2.97183 -7.74696 0.078
H -1.62419 0.36244 -5.65351 0.123
Br -3.92236 1.72667 -0.48425 -0.449
H -1.47628 4.23406 -0.26303 0.114
H 1.12251 4.02292 3.59600 0.109
H -7.26666 -0.86940 1.23220 0.127
H -2.71222 3.19017 1.86482 0.080
H 7.42314 2.60903 0.42823 0.126
H -0.39281 -3.10111 6.12051 0.137
C -5.67029 -2.19238 -1.02144 -0.090
H -2.46314 3.74366 3.38114 0.133
C 2.26481 -4.34424 6.12139 -0.094
H -0.57206 -2.39268 0.38120 0.037
H -5.42057 -3.71509 -3.98149 0.081
H -2.86691 -3.42638 7.22770 0.138
H 3.10668 5.59742 0.48266 0.098
H -4.08384 -2.27089 1.31023 0.078
H -1.15253 -0.89050 -8.30233 0.122
H -3.03450 -3.46909 -2.89960 0.109
H 2.02787 -3.95487 7.10959 0.073
H -3.04301 -5.17318 4.08671 0.119
H -7.09395 -3.76290 2.83758 0.099
H 2.90686 0.70723 -9.08033 0.109
C 1.82086 -2.85920 -0.09069 -0.145
H 0.46836 1.68757 -7.74828 0.140
H -6.52163 -2.33548 -1.68223 0.131
H 3.96515 -1.52534 1.18231 0.077
H -5.55536 -2.11788 2.34163 0.092
C 3.55212 0.72780 -8.20074 -0.177
H -0.63160 -5.89032 4.82585 0.125
N -2.20330 -3.65601 5.28628 -0.263
N 1.33550 -0.03925 -7.17043 -0.259
H -4.21936 1.72171 3.06640 0.104
H 6.25215 3.89688 -1.61189 0.118
H 2.51637 -3.19392 -0.86259 0.143
```

Electronic energy ... -206935.7516 eV
Frontier orbital gap ... 6.61 eV
Energy above the lowest of the compared OMol25 structures with the same formula, charge and spin ... 2.015 eV
Net charge ... +4
HOMO energy ... -0.53252 hartree


Entry 4:
A molecular structure, C4H8O3 at a distorted geometry, computed with ωB97M-V/def2-TZVPD.

The geometry in XYZ format:
```
15
Properties=species:S:1:pos:R:3:lowdin_charge:R:1
C -1.37116 -1.13701 0.14785 -0.296
H 2.20631 -1.97358 0.00434 0.134
C 0.74954 -0.15934 -0.33078 -0.481
C 0.56752 1.03725 0.61645 -0.072
H 0.43861 -0.11581 -1.29575 0.127
O -0.12186 -1.06192 0.13359 -0.024
H 2.86343 -0.42604 -1.23396 0.144
H 1.56454 1.41644 0.98894 0.092
O -2.02111 -0.12042 -0.22370 0.021
H -0.42390 0.61564 1.52556 0.229
C 2.13221 -0.70986 -0.15720 -0.069
O -0.25592 2.01119 -0.28385 -0.120
H -1.73980 -1.96166 0.58318 0.119
H 2.91656 0.02496 0.89417 0.185
H -1.10330 1.60297 -0.13273 0.011
```

Electronic energy ... -10414.1568 eV
Frontier orbital gap ... 10.60 eV
Energy above the lowest of the compared OMol25 structures with the same formula, charge and spin ... 6.847 eV
HOMO energy ... -0.36533 hartree